[1]
Below is the molecule C4H8N2O in a non-equilibrium geometry, with properties calculated with wB97M-V/def2-TZVPD.

HOMO energy ... -9.74 eV
Structure (SMILES) ... CN[C@H](C#N)CO
F_max ... 1.17 eV/A
Energy relative to the best compared isomer or geometry (same formula, charge and spin) ... 40.3 kcal/mol
Lowest unoccupied orbital energy ... 0.88 eV
Net charge ... 0

Each line ends with the natural charge from an NBO analysis.
Element x y z (Å)
C 2.089 -0.322 -0.262  -0.420
N 0.702 -0.628 -0.572  -0.602
C -0.232 0.429 -0.275  -0.172
C -0.173 0.925 1.133  0.246
N -0.192 1.268 2.239  -0.331
C -1.668 -0.071 -0.494  -0.054
O -1.994 -1.067 0.448  -0.713
H 2.284 -0.202 0.815  0.180
H 2.726 -1.120 -0.653  0.211
H 2.369 0.609 -0.765  0.194
H 0.396 -1.472 -0.098  0.375
H -0.025 1.284 -0.932  0.232
H -1.720 -0.538 -1.482  0.203
H -2.367 0.776 -0.459  0.175
H -1.991 -0.658 1.326  0.477

---

[2]
Below is a cluster of 14 separate species, C56H70N14 in total in a non-equilibrium geometry, with properties calculated with wB97M-V/def2-TZVPD.

HOMO energy ... -7.91 eV
F_max ... 4.63 eV/A
Energy relative to the best compared isomer or geometry (same formula, charge and spin) ... 131.8 kcal/mol
Lowest unoccupied orbital energy ... 0.15 eV
Net charge ... 0

Each line ends with the Mulliken charge.
Element x y z (Å)
N 10.818 41.520 -14.420  0.024
C 11.270 40.499 -13.626  -0.312
C 11.594 41.138 -12.389  -0.460
C 11.301 42.475 -12.494  -0.398
C 10.811 42.743 -13.726  -0.573
H 10.501 41.459 -15.377  0.183
H 11.225 39.493 -14.017  0.408
H 11.986 40.554 -11.570  0.404
H 11.422 43.132 -11.645  0.376
H 10.425 43.690 -14.073  0.343
N 12.304 31.199 -24.440  0.013
C 11.380 31.837 -25.205  -0.566
C 10.267 31.757 -24.274  -0.406
C 10.517 31.051 -23.113  -0.316
C 11.852 30.864 -23.160  -0.568
H 13.262 30.988 -24.676  0.192
H 11.612 32.334 -26.136  0.356
H 9.287 32.206 -24.337  0.371
H 9.858 30.779 -22.302  0.519
H 12.469 30.406 -22.401  0.405
N 16.466 23.074 -15.471  0.008
C 15.423 23.723 -14.863  -0.582
C 15.627 25.121 -14.994  -0.328
C 16.890 25.281 -15.470  -0.403
C 17.380 24.006 -15.821  -0.466
H 16.597 22.078 -15.575  0.199
H 14.504 23.245 -14.556  0.346
H 14.926 25.914 -14.780  0.433
H 17.388 26.215 -15.688  0.427
H 18.306 23.766 -16.322  0.365
N 5.974 36.426 -20.134  0.111
C 6.693 35.879 -21.200  -0.846
C 6.374 36.533 -22.333  -0.237
C 5.461 37.528 -22.006  -0.510
C 5.237 37.431 -20.606  -0.337
H 6.068 36.195 -19.155  0.192
H 7.418 35.123 -20.938  0.442
H 6.628 36.382 -23.372  0.411
H 5.014 38.271 -22.650  0.377
H 4.550 37.941 -19.948  0.397
N 16.253 30.151 -17.783  0.041
C 17.290 29.737 -18.545  -0.444
C 18.424 30.465 -18.222  -0.432
C 18.006 31.494 -17.344  -0.258
C 16.678 31.247 -17.025  -0.682
H 15.336 29.738 -17.874  0.195
H 17.115 28.846 -19.129  0.387
H 19.457 30.263 -18.466  0.371
H 18.663 32.231 -16.905  0.401
H 16.024 31.803 -16.369  0.426
N 11.634 32.418 -14.904  0.031
C 11.535 31.243 -15.578  -0.522
C 11.582 31.477 -16.903  -0.492
C 11.422 32.888 -16.998  -0.280
C 11.642 33.470 -15.798  -0.796
H 11.767 32.408 -13.902  0.181
H 11.555 30.382 -14.927  0.477
H 11.627 30.761 -17.710  0.489
H 11.227 33.372 -17.944  0.453
H 11.708 34.522 -15.566  0.457
N 6.435 25.314 -13.659  0.019
C 5.284 26.012 -13.768  -0.574
C 5.602 27.365 -13.924  -0.379
C 6.990 27.520 -13.902  -0.287
C 7.480 26.232 -13.725  -0.556
H 6.611 24.326 -13.540  0.201
H 4.348 25.474 -13.728  0.375
H 4.944 28.214 -14.032  0.368
H 7.537 28.442 -14.034  0.461
H 8.507 25.898 -13.754  0.374
N 15.769 34.867 -20.320  0.058
C 14.827 35.452 -21.084  -0.562
C 15.237 36.732 -21.473  -0.353
C 16.503 36.908 -20.862  -0.426
C 16.836 35.742 -20.211  -0.446
H 15.782 33.928 -19.947  0.189
H 13.898 34.943 -21.296  0.421
H 14.740 37.462 -22.095  0.388
H 17.139 37.754 -21.077  0.368
H 17.776 35.510 -19.732  0.360
N 4.478 35.842 -15.777  0.037
C 5.489 36.661 -15.448  -0.751
C 6.729 35.961 -15.494  -0.415
C 6.390 34.647 -15.769  -0.392
C 5.011 34.596 -16.040  -0.378
H 3.486 36.030 -15.811  0.193
H 5.296 37.671 -15.117  0.394
H 7.721 36.335 -15.286  0.453
H 6.942 33.730 -15.912  0.467
H 4.298 33.818 -16.270  0.391
N 9.607 39.299 -19.673  0.092
C 9.367 40.567 -19.535  -0.280
C 10.535 41.236 -19.147  -0.641
C 11.518 40.246 -19.054  -0.531
C 10.941 39.023 -19.357  -0.505
H 8.916 38.659 -20.038  0.176
H 8.468 41.001 -19.946  0.375
H 10.588 42.304 -18.992  0.429
H 12.577 40.382 -18.894  0.422
H 11.149 37.964 -19.408  0.463
N 12.181 30.025 -10.009  -0.007
C 13.482 30.034 -10.450  -0.429
C 13.751 28.721 -10.880  -0.409
C 12.564 28.018 -10.874  -0.497
C 11.684 28.774 -10.253  -0.501
H 11.638 30.812 -9.684  0.207
H 14.008 30.974 -10.375  0.436
H 14.726 28.463 -11.265  0.394
H 12.503 26.955 -11.052  0.430
H 10.670 28.451 -10.073  0.377
N 6.022 29.069 -20.911  0.007
C 6.321 27.768 -20.505  -0.594
C 7.019 27.879 -19.299  -0.344
C 6.987 29.236 -18.934  -0.365
C 6.376 29.925 -19.920  -0.656
H 5.688 29.275 -21.842  0.225
H 6.114 26.975 -21.208  0.372
H 7.578 27.137 -18.748  0.419
H 7.556 29.625 -18.102  0.451
H 6.257 30.986 -20.088  0.482
N 11.393 24.658 -21.568  0.034
C 12.070 23.459 -21.324  -0.389
C 12.671 23.510 -20.066  -0.418
C 12.192 24.734 -19.485  -0.382
C 11.451 25.389 -20.458  -0.690
H 10.863 24.932 -22.383  0.212
H 12.115 22.749 -22.137  0.361
H 13.401 22.807 -19.694  0.378
H 12.513 25.056 -18.505  0.452
H 11.004 26.373 -20.445  0.440
N 14.654 35.521 -8.672  -0.006
C 14.944 36.326 -9.720  -0.423
C 13.828 36.413 -10.595  -0.379
C 12.806 35.645 -9.974  -0.341
C 13.334 35.150 -8.777  -0.638
H 15.305 35.200 -7.970  0.205
H 15.913 36.803 -9.716  0.370
H 13.747 37.034 -11.475  0.423
H 11.790 35.622 -10.339  0.402
H 12.841 34.602 -7.987  0.393

---

[3]
Below is a cluster of 3 separate species, C4H14NO2S in total in a non-equilibrium geometry, with properties calculated with wB97M-V/def2-TZVPD.

2S+1 ... 2
HOMO energy (alpha / beta) ... -9.19 / -9.16 eV
F_max ... 4.91 eV/A
Energy relative to the best compared isomer or geometry (same formula, charge and spin) ... 37.3 kcal/mol
Lowest unoccupied orbital energy (alpha / beta) ... 0.56 / -2.78 eV
Net charge ... 0

Each line ends with the natural charge from an NBO analysis.
Element x y z (Å)
C 0.324 -2.203 -1.263  -0.422
N 0.305 -1.348 -0.036  -0.622
C 0.461 0.067 -0.212  -0.097
C -0.609 0.922 -0.874  -0.580
S -1.440 2.090 0.304  0.064
C 1.925 0.488 -0.756  -0.631
H 0.193 -3.251 -1.093  0.217
H -0.386 -1.742 -2.028  0.160
H 1.390 -2.042 -1.693  0.197
H -0.576 -1.504 0.442  0.358
H 0.490 0.559 0.823  0.230
H -0.238 1.543 -1.659  0.248
H -1.258 0.182 -1.296  0.220
H 2.645 -0.229 -0.286  0.227
H 2.284 1.528 -0.506  0.223
H 1.983 0.349 -1.845  0.196
H -2.446 -0.225 0.584  0.470
H -2.222 0.674 1.873  0.461
O -2.569 -0.197 1.618  -0.914
H -0.054 2.051 2.194  0.466
H -0.441 0.806 2.812  0.455
O 0.241 1.481 2.897  -0.926

---

[4]
Below is a cluster of 2 separate species, C4H5NO in total in a non-equilibrium geometry, with properties calculated with wB97M-V/def2-TZVPD.

HOMO energy ... -10.05 eV
F_max ... 1.40 eV/A
Energy relative to the best compared isomer or geometry (same formula, charge and spin) ... 64.2 kcal/mol
Lowest unoccupied orbital energy ... 1.12 eV
Net charge ... 0

Each line ends with the natural charge from an NBO analysis.
Element x y z (Å)
O -1.798 2.095 0.317  -0.512
C -1.517 1.689 1.341  0.511
C -0.579 -0.878 -0.494  -0.260
N 0.855 -1.211 -0.542  -0.342
C 1.305 0.173 -0.304  -0.257
C 0.310 -0.434 0.585  -0.152
H -1.224 -1.737 -0.329  0.210
H -0.959 -0.134 -1.200  0.185
H 0.982 0.946 -1.007  0.184
H 2.339 0.243 0.026  0.209
H 0.378 -0.742 1.621  0.224